The following is a DFT calculation (wB97M-V/def2-TZVPD) of C17H27ClN2O3S2 in the gas phase.

energy above the lowest of the compared OMol25 structures with the same formula, charge and spin: 0.056 eV
frontier orbital gap: 9.087 eV
SMILES string: CCS[C@H](C)C(=O)N(C)CCOCCN(C)C(=O)c1c(C)csc1Cl
energy: -2255.79062 Ha
highest occupied orbital energy: -8.554 eV

ORCA input file:
```
! RIJCOSX wB97M-V def2-TZVPD def2/J DEFGRID3
* xyz 0 1
C 1.32 -2.47 -3.70
C 0.16 -2.01 -2.84
S 0.48 -0.31 -2.29
C -0.96 -0.06 -1.19
C -2.26 0.12 -1.97
C -0.69 1.18 -0.34
O -1.23 2.24 -0.60
N 0.15 1.07 0.73
C 0.34 2.26 1.54
C 0.97 -0.09 1.06
C 2.45 0.18 0.82
O 3.25 -0.92 1.23
C 3.15 -2.07 0.42
C 2.41 -3.19 1.16
N 2.85 -4.51 0.74
C 3.94 -5.11 1.49
C 2.30 -5.02 -0.39
O 1.51 -4.39 -1.07
C 2.69 -6.41 -0.79
C 3.30 -6.70 -2.05
C 3.71 -5.64 -3.03
C 3.47 -8.04 -2.23
S 2.88 -8.97 -0.92
C 2.41 -7.54 -0.09
Cl 1.65 -7.64 1.44
H 1.13 -3.49 -4.05
H 1.46 -1.83 -4.57
H 2.25 -2.49 -3.13
H -0.77 -2.03 -3.40
H 0.07 -2.65 -1.96
H -1.03 -0.94 -0.55
H -3.09 0.25 -1.28
H -2.20 1.00 -2.60
H -2.45 -0.76 -2.58
H -0.61 2.77 1.67
H 0.74 1.96 2.51
H 1.04 2.97 1.08
H 0.82 -0.34 2.12
H 0.66 -0.94 0.46
H 2.61 0.40 -0.24
H 2.79 1.03 1.41
H 2.65 -1.84 -0.53
H 4.16 -2.41 0.19
H 2.63 -3.09 2.22
H 1.34 -3.12 1.02
H 4.32 -5.99 0.98
H 4.76 -4.39 1.58
H 3.61 -5.39 2.49
H 4.40 -4.93 -2.58
H 4.19 -6.08 -3.90
H 2.84 -5.08 -3.37
H 3.92 -8.53 -3.08
*
```

***

The following is a DFT calculation (wB97M-V/def2-TZVPD) of 2 unconnected molecules or ions with the total composition C17H27N3O3 at a distorted geometry.

energy above the lowest of the compared OMol25 structures with the same formula, charge and spin: 19.708 eV
frontier orbital gap: 8.016 eV
energy: -1053.32778 Ha
highest occupied orbital energy: -7.983 eV

ORCA input file:
```
! RIJCOSX wB97M-V def2-TZVPD def2/J DEFGRID3
* xyz 0 1
C 6.83 1.93 0.91
H 6.72 1.68 1.86
H 7.83 1.47 0.49
H 7.04 2.96 0.72
C 5.62 1.39 -0.24
N 5.13 0.09 -0.03
C 4.40 -0.36 1.29
H 4.91 0.22 1.91
C 2.95 0.16 0.97
C 2.35 -0.57 -0.14
N 0.90 0.13 -0.25
C -0.21 -0.76 -0.18
O 0.02 -2.25 0.06
C -1.41 -0.13 -0.17
C -2.58 -1.04 -0.19
C -3.93 -0.48 -0.06
C -3.94 0.73 -0.39
N -2.90 1.60 -0.48
C -1.46 1.29 -0.53
O -0.68 2.05 -0.49
H -3.00 2.65 -0.83
C -5.46 1.57 -0.39
C -6.19 1.14 0.72
C -6.13 -0.43 1.12
C -5.14 -1.04 -0.27
H -5.55 -1.28 -1.01
H -4.91 -2.40 0.33
H -5.63 -0.46 1.93
H -7.13 -0.99 1.03
H -7.19 1.25 0.54
H -5.85 1.70 1.48
H -5.34 2.54 -0.72
H -5.78 1.15 -1.44
O -2.51 -2.44 0.16
H -1.53 -2.59 0.25
H 0.81 1.12 -0.41
H 2.90 -0.27 -1.21
H 2.29 -1.59 0.26
H 2.87 1.26 1.00
H 2.40 -0.05 2.09
H 4.64 -1.40 1.37
C 6.07 -0.68 -0.29
C 5.50 -1.98 -1.24
H 4.96 -1.72 -2.08
H 6.28 -2.53 -1.71
H 5.11 -2.58 -0.63
H 6.91 -1.23 0.35
H 7.00 -0.36 -1.18
H 4.76 2.26 0.11
H 5.71 1.90 -1.07
*
```

***

The following is a DFT calculation (wB97M-V/def2-TZVPD) of C17H27N5S2 in the gas phase.

energy above the lowest of the compared OMol25 structures with the same formula, charge and spin: 0.000 eV
frontier orbital gap: 8.322 eV
SMILES string: CCN(CC)CCNc1nc(SC)nc2sc3c(c12)CCN(C)C3
energy: -1734.16241 Ha
highest occupied orbital energy: -7.640 eV

ORCA input file:
```
! RIJCOSX wB97M-V def2-TZVPD def2/J DEFGRID3
* xyz 0 1
C 0.09 4.03 -1.31
C -1.42 3.81 -1.30
N -1.78 2.73 -0.39
C -2.92 1.95 -0.85
C -2.55 1.02 -2.00
C -1.93 3.20 0.98
C -1.68 2.07 1.99
N -0.50 1.31 1.65
C -0.59 0.14 0.99
N -1.76 -0.49 1.01
C -1.87 -1.66 0.42
S -3.46 -2.37 0.46
C -3.14 -3.92 -0.45
N -0.91 -2.34 -0.19
C 0.26 -1.73 -0.20
S 1.67 -2.42 -0.94
C 2.60 -1.01 -0.51
C 1.88 -0.07 0.15
C 0.53 -0.46 0.36
C 2.53 1.22 0.59
C 3.94 1.34 -0.03
N 4.71 0.12 -0.02
C 5.01 -0.37 1.31
C 4.06 -0.89 -0.85
H 0.46 4.35 -0.34
H 0.59 3.10 -1.59
H 0.35 4.79 -2.04
H -1.93 4.75 -1.03
H -1.73 3.54 -2.30
H -3.76 2.60 -1.15
H -3.25 1.33 -0.02
H -2.30 1.58 -2.91
H -3.38 0.36 -2.22
H -1.68 0.43 -1.73
H -2.92 3.64 1.17
H -1.18 3.98 1.14
H -2.51 1.36 2.02
H -1.56 2.50 2.99
H 0.33 1.86 1.49
H -4.08 -4.45 -0.49
H -2.78 -3.67 -1.44
H -2.39 -4.49 0.09
H 2.59 1.24 1.68
H 1.93 2.07 0.26
H 3.84 1.65 -1.07
H 4.50 2.11 0.51
H 4.14 -0.74 1.86
H 5.47 0.44 1.88
H 5.74 -1.18 1.23
H 4.17 -0.59 -1.90
H 4.56 -1.84 -0.72
*
```

***

The following is a DFT calculation (wB97M-V/def2-TZVPD) of a molecular structure, C17H28AsF6NiOSi2.

energy above the lowest of the compared OMol25 structures with the same formula, charge and spin: 0.000 eV
frontier orbital gap (alpha / beta): 5.590 / 8.028 eV
<S²>: 2.011
energy: -5662.19130 Ha
highest occupied orbital energy (alpha / beta): -2.684 / -5.150 eV

ORCA input file:
```
! RIJCOSX wB97M-V def2-TZVPD def2/J DEFGRID3
* xyz -1 3
Ni -0.36 -0.08 0.26
C 1.14 2.66 1.95
Si 1.50 1.03 1.04
C 2.79 0.22 2.15
C 2.49 1.58 -0.49
C 3.68 2.31 -0.39
C 4.39 2.71 -1.51
C 3.91 2.38 -2.78
C 2.73 1.66 -2.89
C 2.00 1.25 -1.76
Si 0.37 0.29 -1.89
C -0.65 1.34 -3.10
C 0.78 -1.23 -2.93
H 2.07 3.24 2.08
H 0.71 2.48 2.94
H 0.44 3.27 1.38
H 3.61 0.93 2.33
H 3.21 -0.67 1.67
H 2.38 -0.09 3.12
H 4.07 2.58 0.59
H 5.31 3.27 -1.41
H 4.46 2.68 -3.66
H 2.37 1.40 -3.88
H -0.09 1.49 -4.03
H -0.86 2.33 -2.68
H -1.60 0.87 -3.36
H 1.30 -0.93 -3.84
H -0.13 -1.77 -3.21
H 1.41 -1.93 -2.37
C -3.16 2.27 1.86
As -2.58 0.91 0.58
C -3.85 -0.49 1.02
C -3.46 1.65 -1.00
H -4.24 2.38 1.82
H -2.68 3.22 1.62
H -2.85 1.97 2.86
H -4.86 -0.16 0.82
H -3.74 -0.74 2.08
H -3.60 -1.38 0.44
H -4.50 1.88 -0.78
H -3.40 0.91 -1.80
H -2.93 2.54 -1.32
C -1.26 -3.37 2.57
C -0.63 -3.15 1.19
O -0.87 -1.92 0.70
C -1.24 -4.20 0.21
F -1.24 -5.46 0.70
F -2.53 -3.89 -0.04
F -0.61 -4.24 -0.97
C 0.89 -3.40 1.31
F 1.40 -2.66 2.31
F 1.20 -4.69 1.58
F 1.56 -3.06 0.20
H -2.34 -3.28 2.46
H -0.91 -2.57 3.22
H -1.02 -4.34 3.01
*
```

***

The following is a DFT calculation (wB97M-V/def2-TZVPD) of 4 unconnected molecules or ions with the total composition C17H28BBrF3O16P.

frontier orbital gap: 10.014 eV
SMILES string: CC(C)CCO[P@](=O)(OCCCBr)OOB(O)O.O=C1OC[C@@H](F)O1.O=C1OC[C@@H](F)O1.O=C1OC[C@@H](F)O1
energy: -5108.43584 Ha
highest occupied orbital energy: -9.722 eV

ORCA input file:
```
! RIJCOSX wB97M-V def2-TZVPD def2/J DEFGRID3
* xyz 0 1
C 3.44 -2.23 0.37
C 1.91 -2.15 0.21
C 1.22 -2.21 1.59
C 1.55 -0.88 -0.58
C 0.08 -0.51 -0.57
O -0.13 0.58 0.36
P -1.36 1.53 0.13
O -1.58 2.08 -1.21
O -1.15 2.55 1.31
C -1.29 3.96 1.05
C -0.12 4.57 0.27
C 1.19 3.80 0.29
Br 1.88 3.49 2.07
O -2.57 0.57 0.68
O -3.72 0.67 -0.17
B -4.39 -0.54 -0.24
O -4.18 -1.59 0.62
O -5.36 -0.59 -1.21
H 3.84 -1.28 0.72
H 3.71 -2.99 1.10
H 3.92 -2.47 -0.58
H 1.62 -3.02 -0.39
H 1.96 -2.23 2.39
H 0.64 -3.13 1.69
H 0.57 -1.36 1.79
H 2.12 -0.04 -0.18
H 1.85 -1.01 -1.62
H -0.53 -1.35 -0.21
H -0.28 -0.21 -1.55
H -1.38 4.41 2.04
H -2.22 4.13 0.51
H 0.07 5.58 0.64
H -0.41 4.65 -0.78
H 1.12 2.85 -0.23
H 1.96 4.38 -0.20
H -3.71 -2.34 0.23
H -5.26 0.13 -1.85
O -10.20 -1.37 -5.60
C -9.24 -1.10 -4.97
O -9.12 -1.23 -3.63
C -7.77 -0.98 -3.26
C -7.28 -0.15 -4.42
F -5.97 -0.37 -4.70
O -8.07 -0.61 -5.49
H -7.22 -1.92 -3.20
H -7.72 -0.47 -2.30
H -7.42 0.93 -4.31
O 4.35 5.10 -0.49
C 5.09 5.30 0.41
O 4.73 5.43 1.71
C 5.91 5.49 2.51
C 6.95 5.94 1.51
F 8.17 5.40 1.74
O 6.44 5.44 0.29
H 6.15 4.49 2.88
H 5.76 6.17 3.34
H 7.06 7.03 1.42
O 0.35 -5.91 0.27
C 1.27 -6.24 0.93
O 1.88 -7.45 0.87
C 3.05 -7.40 1.69
C 2.74 -6.26 2.64
F 3.84 -5.55 2.98
O 1.88 -5.45 1.86
H 3.92 -7.15 1.07
H 3.20 -8.36 2.18
H 2.22 -6.56 3.55
*
```

***

The following is a DFT calculation (wB97M-V/def2-TZVPD) of C17H28BClN3O6PS in the gas phase at a distorted geometry.

frontier orbital gap: 7.533 eV
energy: -2504.38690 Ha
highest occupied orbital energy: -8.108 eV

ORCA input file:
```
! RIJCOSX wB97M-V def2-TZVPD def2/J DEFGRID3
* xyz 0 1
C 0.28 -3.61 -0.42
B 0.40 -2.42 0.74
O 1.77 -1.91 1.00
C -0.96 -1.90 1.57
O -2.22 -2.42 1.03
S -2.77 -1.78 -0.41
O -2.72 -3.00 -1.42
O -1.75 -0.63 -1.14
C -1.77 0.64 -0.44
Cl -1.68 2.10 -1.63
C -0.74 0.79 0.84
C 0.81 1.14 0.47
C 1.39 0.61 -0.96
C 1.72 1.86 -2.03
C 1.66 1.37 -3.61
N 0.26 1.22 -4.16
C -0.15 2.58 -4.73
C 0.18 0.24 -5.30
C 0.63 -1.36 -5.19
O -0.32 0.61 -6.51
C -0.95 -0.34 2.03
C -0.01 -0.01 3.38
C 0.99 -1.12 4.02
C 1.89 -0.64 5.35
C 1.54 0.93 5.74
C 0.49 1.90 4.98
N -0.25 1.42 3.79
P -2.75 -0.12 2.77
N -3.21 1.57 2.94
O -2.63 -0.86 4.37
H -0.72 -4.23 -0.23
H 0.34 -3.21 -1.52
H 1.16 -4.39 -0.23
H 2.20 -2.63 1.58
H -0.87 -2.52 2.59
H -2.87 0.74 0.03
H -1.13 1.79 1.36
H 1.61 0.81 1.29
H 0.92 2.33 0.43
H 2.47 0.13 -0.76
H 0.78 -0.23 -1.50
H 2.85 2.19 -1.84
H 1.07 2.80 -1.79
H 2.29 0.39 -3.73
H 2.18 2.23 -4.25
H 0.59 2.89 -5.60
H -0.08 3.45 -3.91
H -1.29 2.58 -5.08
H 0.89 -1.70 -6.29
H 1.61 -1.50 -4.56
H -0.28 -2.02 -4.79
H 1.11 -2.24 3.64
H 2.65 -1.32 5.91
H 2.10 1.37 6.69
H 0.34 3.00 5.38
H -2.81 2.06 3.76
H -3.17 2.13 2.06
H -3.08 -1.76 4.28
*
```

***

The following is a DFT calculation (wB97M-V/def2-TZVPD) of a gas-phase ion, C17H28BrN2O3 (charge +1).

energy above the lowest of the compared OMol25 structures with the same formula, charge and spin: 0.000 eV
frontier orbital gap: 9.327 eV
SMILES string: CCN1CC[NH+](C[C@H](O)COCCOc2ccc(Br)cc2)CC1
energy: -3573.58678 Ha
highest occupied orbital energy: -11.373 eV

ORCA input file:
```
! RIJCOSX wB97M-V def2-TZVPD def2/J DEFGRID3
* xyz 1 1
C 2.47 2.57 -4.92
C 1.09 2.23 -4.37
N 1.14 1.91 -2.95
C -0.17 1.93 -2.32
C 0.00 1.82 -0.81
N 0.71 0.58 -0.44
C 0.85 0.47 1.03
C 1.51 -0.87 1.45
O 0.98 -1.90 0.66
C 1.27 -1.11 2.95
O -0.10 -1.40 3.09
C -0.58 -1.37 4.43
C -2.05 -1.80 4.44
O -2.81 -1.03 3.54
C -2.68 -1.24 2.21
C -2.25 -2.43 1.62
C -2.08 -2.52 0.25
C -2.34 -1.41 -0.54
Br -1.92 -1.48 -2.41
C -2.85 -0.25 0.01
C -3.02 -0.17 1.38
C 2.01 0.51 -1.16
C 1.77 0.64 -2.66
H 3.11 1.69 -5.00
H 2.37 3.00 -5.91
H 2.96 3.30 -4.27
H 0.45 3.10 -4.48
H 0.65 1.41 -4.95
H -0.65 2.89 -2.54
H -0.82 1.13 -2.69
H -0.97 1.84 -0.31
H 0.60 2.67 -0.46
H 0.17 -0.24 -0.76
H 1.44 1.31 1.40
H -0.15 0.51 1.46
H 2.59 -0.83 1.26
H 0.23 -2.29 1.14
H 1.88 -1.95 3.29
H 1.55 -0.21 3.52
H -0.48 -0.35 4.82
H 0.01 -2.05 5.06
H -2.14 -2.87 4.23
H -2.47 -1.60 5.42
H -2.05 -3.31 2.22
H -1.73 -3.44 -0.19
H -3.11 0.59 -0.62
H -3.40 0.73 1.83
H 2.49 -0.44 -0.94
H 2.63 1.34 -0.82
H 2.73 0.60 -3.17
H 1.16 -0.22 -3.01
*
```

***

The following is a DFT calculation (wB97M-V/def2-TZVPD) of a molecular structure, C17H28CeNO2P2S at a distorted geometry.

energy above the lowest of the compared OMol25 structures with the same formula, charge and spin: 0.000 eV
frontier orbital gap (alpha / beta): 4.736 / 4.723 eV
energy: -2424.86455 Ha
highest occupied orbital energy (alpha / beta): -16.914 / -16.914 eV

ORCA input file:
```
! RIJCOSX wB97M-V def2-TZVPD def2/J DEFGRID3
* xyz 3 1
Ce -0.91 -0.81 -0.82
P 0.59 0.32 3.15
C 0.35 1.66 1.92
C 1.28 1.63 0.71
N 0.85 1.07 -0.46
C 1.62 1.23 -1.57
C 2.90 1.79 -1.50
C 3.37 2.30 -0.30
C 2.53 2.24 0.81
C 1.14 0.73 -2.92
P -0.69 0.86 -3.24
H 2.84 2.68 1.76
H 3.49 1.83 -2.42
H 4.35 2.74 -0.23
H 1.60 1.37 -3.70
H 1.49 -0.31 -3.09
H -0.67 1.64 1.65
H 0.55 2.60 2.47
H -2.21 5.76 2.10
O -2.25 6.66 2.40
H -1.39 6.82 2.82
H -0.64 -0.17 3.69
O -1.14 -0.66 1.41
H -1.89 -1.06 1.91
C -0.78 2.60 -3.80
H -0.53 2.71 -4.86
H -1.81 2.96 -3.64
H -0.11 3.25 -3.21
C -0.80 0.02 -4.86
H -1.86 -0.20 -5.04
H -0.44 0.67 -5.68
H -0.25 -0.92 -4.85
C 1.65 -1.03 2.61
H 2.24 -1.38 3.47
H 1.04 -1.85 2.23
H 2.35 -0.72 1.81
C 1.37 1.15 4.55
H 0.62 1.20 5.34
H 2.24 0.58 4.89
H 1.67 2.17 4.27
S 1.13 -2.49 -1.39
C -0.17 -3.37 -0.68
C -1.48 -3.31 -1.28
C -2.60 -3.74 -0.51
C -2.40 -4.38 0.71
C -1.11 -4.55 1.23
C 0.00 -4.04 0.57
H -1.58 -2.99 -2.32
H -3.61 -3.59 -0.90
H -3.26 -4.75 1.27
H -0.97 -5.09 2.17
H 1.01 -4.13 0.97
*
```

***

The following is a DFT calculation (wB97M-V/def2-TZVPD) of a molecular structure, C17H28GdN6O6Se at a distorted geometry.

energy above the lowest of the compared OMol25 structures with the same formula, charge and spin: 0.000 eV
frontier orbital gap (alpha / beta): 4.589 / 6.275 eV
<S²>: 15.936
energy: -4611.16326 Ha
highest occupied orbital energy (alpha / beta): -8.586 / -11.217 eV

ORCA input file:
```
! RIJCOSX wB97M-V def2-TZVPD def2/J DEFGRID3
* xyz 1 8
O 0.02 -0.11 -4.06
H 0.37 0.40 -4.81
Gd 0.38 -0.33 -1.82
N 0.02 1.68 -0.53
N 1.85 1.50 -2.29
N -1.20 -1.20 -0.31
N -0.59 -2.41 -2.52
O -0.97 1.80 0.32
O -1.55 -0.58 0.87
O -0.45 -3.07 -3.77
O 2.65 1.32 -3.27
C 1.94 2.62 -1.52
C 0.92 2.71 -0.53
C -1.73 -2.44 -0.47
C -1.32 -3.14 -1.67
C 0.80 3.79 0.47
H 0.88 3.39 1.49
H -0.18 4.28 0.37
H 1.58 4.55 0.33
C 3.04 3.60 -1.73
H 3.10 3.87 -2.79
H 4.01 3.18 -1.43
H 2.87 4.52 -1.15
C -2.71 -3.05 0.48
C -1.76 -4.52 -1.99
H -3.11 -2.27 1.13
H -2.24 -3.83 1.09
H -3.53 -3.51 -0.09
H -1.21 -4.89 -2.85
H -2.84 -4.54 -2.23
H -1.61 -5.19 -1.13
H -1.32 0.42 0.68
H -0.21 -2.38 -4.41
C -1.19 0.63 -3.39
H -0.89 1.58 -2.89
H -1.72 -0.06 -2.71
H -1.87 0.87 -4.20
O -3.51 2.66 -0.87
H -4.22 2.07 -0.54
H -2.72 2.40 -0.35
C 0.72 -2.75 2.04
N 1.17 -1.38 2.00
C 1.94 -0.81 1.03
Se 2.59 -1.66 -0.49
N 2.18 0.47 1.46
C 1.59 0.70 2.71
C 1.50 1.85 3.48
C 0.77 1.72 4.68
C 0.12 0.52 5.02
C 0.18 -0.60 4.19
C 0.96 -0.48 3.05
H 1.23 -3.30 1.25
H -0.37 -2.80 1.87
H 0.94 -3.18 3.03
H 2.78 1.12 0.96
H 2.00 2.76 3.16
H 0.69 2.58 5.35
H -0.44 0.47 5.96
H -0.32 -1.55 4.39
*
```